11
Properties=species:S:1:pos:R:3 method="wB97M-V/def2-TZVPD" total_energy_ha=-355.63357 homo_energy_ev="-9.144 / -7.977"
C 0.66 -0.74 -0.26
N -1.17 0.51 0.47
N -0.29 -0.42 0.78
N 0.98 1.03 2.18
O 2.12 0.87 2.50
O 0.23 1.93 2.33
H 0.52 0.18 -0.92
H 1.61 -1.04 0.18
H 0.44 -1.62 -0.89
H -1.14 1.12 -0.37
H -2.17 0.32 0.80

***

10
Properties=species:S:1:pos:R:3 method="wB97M-V/def2-TZVPD" charge=+1 total_energy_ha=-284.36306 homo_energy_ev=-16.527
C 0.55 1.13 -0.90
C 1.20 -0.18 0.87
C -0.04 0.15 -0.13
C -1.34 -0.43 -0.20
N 1.32 1.85 -1.29
O 2.26 0.24 0.62
H 0.95 -0.90 1.79
H -1.19 -1.19 -0.97
H -1.98 0.41 -0.49
H -1.74 -1.10 0.68

***

8
Properties=species:S:1:pos:R:3 method="wB97M-V/def2-TZVPD" total_energy_ha=-245.88319 homo_energy_ev=-8.777
O 0.50 -1.22 0.05
C 1.21 -0.03 -0.09
C 0.47 1.11 -0.03
C -0.80 0.49 0.21
N -0.76 -0.94 0.28
H 2.27 -0.23 -0.25
H -1.16 -0.18 -0.77
H -1.75 0.92 0.54

***

Table of relative energy (zero: lowest compared OMol25 entry of this formula, charge and spin) (kcal per mole), in record order: 119.6, 58.4, 130.7